[1]
16
Properties=species:S:1:pos:R:3:forces:R:3:nbo_charge:R:1 method="wB97M-V/def2-TZVPD" charge=+1 orbital_gap_ev=10.795 homo_ev=-15.176 lumo_ha=-0.161 de_lowest_kcal_mol=11.4
N -1.511029 0.252448 1.939105 -1.301 -0.380 -0.110 -0.868
H -1.883595 1.033845 1.387965 0.268 0.229 0.390 0.464
H -0.905933 0.529342 2.714168 0.453 0.152 -0.469 0.468
H -1.111629 -0.394785 1.253146 0.689 -0.045 0.268 0.472
H -2.310045 -0.221229 2.374618 -0.062 0.002 -0.098 0.455
C 1.308476 -0.784518 -0.004659 -0.437 -0.057 -0.413 -0.613
C 0.731579 0.496422 -0.633076 0.173 -0.172 0.402 -0.398
C 0.025474 0.152882 -1.954677 0.366 0.145 0.399 -0.621
H 1.771855 -1.391113 -0.790977 0.124 0.149 0.239 0.238
H 2.029989 -0.560392 0.760119 0.429 0.002 0.306 0.222
H 0.556107 -1.456826 0.440481 -0.086 0.160 -0.107 0.162
H 0.125272 1.038763 0.095329 -0.599 -0.073 0.044 0.135
H 1.548737 1.217863 -0.711285 0.045 -0.165 -0.651 0.229
H -0.494407 -0.797575 -1.844039 -0.042 -0.129 -0.061 0.199
H 0.818788 0.018101 -2.687174 -0.199 -0.093 -0.259 0.233
H -0.699636 0.866767 -2.339051 0.180 0.273 0.120 0.223

---

[2]
17
Properties=species:S:1:pos:R:3:forces:R:3:nbo_charge:R:1 method="wB97M-V/def2-TZVPD" orbital_gap_ev=9.850 homo_ev=-8.815 lumo_ha=0.038 de_lowest_kcal_mol=36.9 smiles=NCN.CC
C -1.738835 -1.968903 1.333001 -0.233 -3.916 -2.590 -0.614
C -0.584698 -1.203765 1.659631 3.200 2.307 2.827 -0.607
H -1.564197 -3.042997 1.638028 -0.154 0.721 -0.929 0.199
H -2.554932 -1.739715 1.941250 -1.716 0.839 0.312 0.209
H -1.850547 -1.906061 0.202901 -0.882 -0.311 1.493 0.210
H -0.004071 -1.666077 2.518297 -0.493 0.615 -0.887 0.198
H -0.936702 -0.232327 2.044182 0.536 0.041 -0.148 0.198
H 0.144236 -0.984746 0.874888 -0.258 -0.290 -0.083 0.206
N 1.583319 1.370406 -2.642737 -0.318 0.569 2.016 -0.884
C 0.907008 0.935018 -1.305709 -0.771 -3.942 -2.009 -0.038
N 0.866378 1.906697 -0.314612 -1.120 2.298 -2.794 -0.867
H 2.153127 2.164663 -2.264183 -0.615 -0.718 -1.188 0.361
H 0.992150 1.667870 -3.454496 0.392 -0.244 1.612 0.367
H 1.580238 0.045613 -0.844424 -1.602 1.818 -1.381 0.174
H -0.228029 0.461602 -1.542563 3.022 1.039 0.311 0.143
H 0.075397 2.535616 -0.394280 0.342 -0.125 0.526 0.369
H 1.160157 1.657106 0.550826 0.670 -0.703 2.913 0.376

---

[3]
17
Properties=species:S:1:pos:R:3:forces:R:3:nbo_charge:R:1 method="wB97M-V/def2-TZVPD" charge=+1 orbital_gap_ev="2.931 / 12.716" homo_ev="-6.766 / -16.622" lumo_ha="-0.141 / -0.144" spin_multiplicity=2 de_lowest_kcal_mol=27.3
C 1.258029 0.189998 0.479038 -0.120 0.207 -0.247 -0.223
C 0.005674 -0.243515 -0.248498 -0.327 0.613 -0.268 -0.563
C -1.215116 -0.095596 0.660669 0.141 1.625 -0.268 -0.315
N -2.452049 -0.372244 -0.127095 -0.244 -1.146 0.155 -0.944
N 2.414841 0.318550 -0.493491 0.719 -0.644 0.830 -0.668
H 1.512026 -0.500830 1.280538 0.383 0.061 -0.101 0.237
H 1.175679 1.205050 0.865116 -0.285 -0.105 0.259 0.227
H 0.096446 -1.213844 -0.728808 0.041 -0.209 0.246 0.235
H -0.180441 0.477609 -1.059993 0.042 -0.128 -0.084 0.200
H -1.174581 -0.542050 1.647476 -0.183 -0.739 -0.288 0.238
H -1.328263 0.982708 0.879354 0.199 -0.129 -0.054 0.206
H -3.297262 -0.220901 0.456296 0.068 -0.478 0.045 0.421
H -2.611117 0.306139 -0.927295 0.559 0.366 -0.174 0.270
H -2.397607 -1.355856 -0.541699 -0.393 0.480 0.446 0.353
H 2.266253 1.016446 -1.209030 -0.407 0.396 -0.364 0.442
H 2.675899 -0.551092 -0.954894 -0.252 -0.291 -0.134 0.441
H 3.251585 0.599433 0.022324 0.060 0.122 0.002 0.444

---

[4]
17
Properties=species:S:1:pos:R:3:forces:R:3:nbo_charge:R:1 method="wB97M-V/def2-TZVPD" charge=+2 orbital_gap_ev=11.014 homo_ev=-21.006 lumo_ha=-0.367 de_lowest_kcal_mol=101.5
C 0.396334 -0.182513 -0.394510 3.880 4.200 -1.660 -0.014
C -0.056282 0.713001 0.697544 -1.300 -2.028 0.872 -0.485
C -1.516559 0.132169 0.855336 2.782 0.564 3.307 -0.220
N -1.374768 -1.235754 0.484227 -2.020 -6.764 -3.640 -0.707
N 2.105401 0.904003 -1.068849 -0.481 -0.410 -1.482 -0.865
H 1.091910 -1.006074 -0.408306 -0.204 -0.488 0.817 0.254
H -0.254252 -0.131271 -1.266986 0.537 0.215 -0.385 0.219
H 0.464949 0.605794 1.646066 0.315 0.051 -0.209 0.272
H -0.183374 1.733312 0.441772 0.347 0.940 -0.557 0.291
H -2.191224 0.666998 0.266061 -1.518 0.440 -0.628 0.268
H -1.678832 0.020717 1.947043 -0.757 1.027 -0.712 0.279
H -1.990099 -1.981694 0.880937 -0.542 1.137 0.353 0.489
H -0.527690 -1.783281 0.529174 1.456 0.532 1.821 0.450
H -1.432447 -1.546385 -0.546938 -1.257 1.397 0.997 0.454
H 1.925592 1.859089 -1.469493 -0.121 -0.917 0.788 0.439
H 3.099158 0.930594 -0.683253 -1.738 -0.396 0.005 0.462
H 2.122185 0.301294 -1.909821 0.620 0.501 0.315 0.414

---

[5]
18
Properties=species:S:1:pos:R:3:forces:R:3:nbo_charge:R:1 method="wB97M-V/def2-TZVPD" orbital_gap_ev=6.884 homo_ev=-6.108 lumo_ha=0.029 de_lowest_kcal_mol=135.3
C 0.777356 -0.385648 0.880386 0.943 0.983 -2.413 -0.055
C 0.693852 1.978758 -0.590623 -0.056 0.112 0.023 -0.434
C 0.557244 -1.856754 0.692171 -0.225 -0.121 -0.283 -0.681
N 0.582074 0.538099 -0.806685 -2.488 -1.527 2.401 -0.661
H 1.252561 0.193565 -1.488012 -0.175 -0.217 0.008 0.384
H 0.233833 0.086170 1.686769 -0.309 0.395 -0.569 0.233
H 1.827480 -0.105904 0.881742 0.174 -0.095 0.357 0.166
H -0.132712 2.251183 0.066672 0.149 0.039 0.047 0.244
H 1.660950 2.231368 -0.148124 -0.125 -0.004 0.049 0.192
H 0.589346 2.535966 -1.527892 0.017 -0.173 0.062 0.204
H -0.149151 -2.240317 1.429482 0.082 0.087 -0.018 0.237
H 0.098298 -2.066875 -0.279425 0.100 0.040 0.109 0.253
H 1.500234 -2.409484 0.763937 -0.125 0.070 -0.041 0.209
N -1.736408 0.070694 0.360062 -0.132 0.096 0.385 -0.844
O -2.249600 -0.508700 -0.901064 -0.457 0.202 -0.836 -0.697
H -2.962419 0.103738 -1.133959 0.160 -0.365 0.008 0.455
H -1.994515 -0.678850 1.010043 0.071 0.246 0.042 0.282
H -0.548422 0.262991 -0.895481 2.395 0.230 0.670 0.514

---

[6]
18
Properties=species:S:1:pos:R:3:forces:R:3:nbo_charge:R:1 method="wB97M-V/def2-TZVPD" orbital_gap_ev=10.202 homo_ev=-9.199 lumo_ha=0.037 de_lowest_kcal_mol=10.4 smiles=CCNCN.O
C -0.750150 -2.397831 -0.333599 0.324 -1.001 -0.476 -0.638
C -0.983756 -0.977533 0.113715 1.243 0.413 0.754 -0.222
N 0.130787 -0.023855 -0.123128 -0.391 -0.130 -0.840 -0.669
C 0.041733 0.720969 -1.390048 -0.075 0.990 0.551 -0.058
N 0.295431 2.151904 -1.255062 0.195 0.094 -0.346 -0.845
H -0.243040 -3.007334 0.416775 -0.095 0.078 0.083 0.214
H -0.129581 -2.476313 -1.230351 0.138 0.410 -0.006 0.208
H -1.656102 -2.925241 -0.646252 -0.166 0.153 0.440 0.217
H -1.845166 -0.594824 -0.368467 -0.878 0.570 -0.500 0.188
H -1.171286 -0.900753 1.186471 -0.260 -0.497 0.024 0.192
H 1.023584 -0.498591 -0.101720 -0.018 -0.175 0.271 0.367
H -0.970223 0.635126 -1.765034 -0.164 -0.158 -0.246 0.175
H 0.729552 0.389858 -2.165460 0.103 -0.463 0.080 0.171
H -0.475758 2.698837 -0.907303 -0.208 -0.235 0.197 0.357
H 1.098915 2.344835 -0.676596 0.114 -0.062 0.018 0.353
H 1.628082 1.263189 2.501951 0.031 0.040 0.018 0.462
H 0.399782 0.573100 1.923463 0.248 -0.017 -0.215 0.487
O 1.075328 0.486010 2.613153 -0.139 -0.007 0.193 -0.958